(1)
48
Properties=species:S:1:pos:R:3:forces:R:3:mulliken_charge:R:1 method="wB97M-V/def2-TZVPD" homo_ev=-12.2 e_tot_ha=-1720.09386 charge=+2 e_lumo_ev=-8.6
C 4.456848 0.265742 2.893130 -0.778 0.485 0.321 -0.85
C 3.780984 -0.582378 2.051918 1.885 -0.464 -0.013 -0.08
N 3.069822 -0.205196 0.867201 -1.525 -0.385 2.530 0.24
C 2.734292 1.181697 0.649133 -0.880 0.470 -0.634 0.20
O 3.434265 2.146097 0.760789 -0.512 -1.166 0.130 -0.46
C 1.285111 1.106418 0.177537 -1.045 -0.209 -0.487 -0.67
C 0.381494 2.086058 -0.200876 0.531 1.925 0.697 0.34
C 0.829085 3.536334 -0.225147 0.072 -0.378 -2.112 -1.42
C 1.246337 3.711170 -1.733516 1.387 0.411 -1.170 0.30
C 2.541002 4.670656 -1.955681 -0.873 -0.351 1.997 -0.80
O 2.422424 3.091061 -2.056977 -1.706 -0.262 1.969 -0.34
C -0.920023 1.757276 -0.572697 0.837 -0.866 0.259 0.54
F -1.730207 2.754363 -0.912496 -0.102 -0.091 0.038 -0.40
C -1.364772 0.436311 -0.614969 -0.548 0.521 -0.780 -0.19
C -2.811549 0.189282 -1.026777 -0.168 -0.182 1.352 -1.73
C -3.557321 -0.341026 0.231887 -0.176 0.346 -0.048 0.86
C -3.728404 0.734596 1.330970 0.094 -0.487 0.258 -1.19
Cl -5.186756 -0.967807 -0.247732 0.494 -0.013 -0.107 -0.17
C -0.440084 -0.560998 -0.270441 -0.374 -0.347 0.256 0.78
C -0.789265 -2.001291 -0.324744 -0.331 0.040 -0.711 0.54
C -0.673711 -2.866097 0.772770 0.204 0.808 -0.411 0.59
C -0.999217 -4.186595 0.618670 -1.094 -1.823 -0.910 -1.37
C -1.449440 -4.726544 -0.656145 -2.855 2.473 -0.229 -2.00
C -1.548051 -3.825944 -1.799978 0.040 -1.142 2.163 -0.75
C -1.228663 -2.500837 -1.561371 0.206 0.441 -0.372 -0.16
C 0.827598 -0.205769 0.127549 2.011 -0.123 0.577 0.49
C 2.005285 -1.072749 0.540086 -0.779 0.647 -0.828 -0.12
O 2.057058 -2.287703 0.551085 0.081 0.091 0.089 -0.59
H 5.547780 0.282828 2.979340 -0.372 -1.583 1.323 0.26
H 3.920019 0.941251 3.571611 0.258 1.411 -1.664 0.27
H 3.788474 -1.655871 2.274308 1.237 -0.002 -1.549 0.33
H 0.045205 4.271984 -0.032528 0.097 -0.277 0.384 0.47
H 1.743675 3.654987 0.355595 -0.354 0.163 0.115 0.66
H 0.439794 3.784817 -2.475948 0.385 -0.080 0.137 0.45
H 3.614671 4.516199 -1.755496 0.286 1.257 -1.873 0.44
H 2.370041 5.042941 -0.891118 0.767 -0.792 0.035 0.24
H -3.291850 1.146715 -1.253861 0.194 -0.349 -0.422 0.58
H -2.914235 -0.518489 -1.853231 -0.019 0.285 0.080 0.42
H -3.011768 -1.191837 0.657693 -0.312 0.045 -0.173 -0.06
H -3.520239 1.756691 0.995761 -0.111 -0.250 -0.082 0.26
H -4.748627 0.681406 1.724575 0.259 0.171 -0.096 0.43
H -3.062475 0.497151 2.172238 -0.076 0.222 -0.201 0.30
H -0.321926 -2.459024 1.718430 -0.148 -0.283 -0.107 0.65
H -0.918697 -4.847927 1.487229 -0.172 0.046 -0.213 0.42
H -1.744676 -5.797489 -0.829868 -0.259 0.912 0.660 1.25
H -1.864195 -4.117033 -2.802085 -0.072 -0.251 0.345 0.44
H -1.307505 -1.801614 -2.393699 0.109 -0.156 0.191 0.68
Sr 0.592392 -5.523810 -1.062121 4.207 -0.860 -0.714 1.90

***

(2)
37
Properties=species:S:1:pos:R:3:forces:R:3:mulliken_charge:R:1 method="wB97M-V/def2-TZVPD" homo_ev=2.0 e_tot_ha=-5366.29918 charge=-5 e_lumo_ev=6.7
Cs 0.804625 1.480880 -3.829676 -0.027 0.124 0.876 0.97
Cs -3.539047 1.615527 0.426075 0.836 -0.753 0.453 0.99
Cl 2.958089 7.726020 1.370943 -3.529 -0.505 -4.376 1.54
O 4.292133 8.052564 1.555513 4.564 -0.583 1.789 -0.63
O 2.715183 8.027328 -0.044554 -0.648 -0.119 0.514 -0.66
O 2.587789 6.291872 1.527304 0.833 2.488 1.307 -0.57
O 2.222485 8.694228 2.163722 -1.076 -0.933 0.964 -0.67
Cl -1.304025 -5.110338 2.484098 -1.892 3.102 2.013 1.54
O -0.883744 -5.776142 1.306882 -0.656 -2.977 -0.453 -0.60
O -0.470338 -5.320013 3.614307 1.866 -1.771 1.175 -0.67
O -1.170489 -3.749897 2.136469 -0.614 2.397 -0.261 -0.60
O -2.687689 -5.308306 3.061632 1.144 -1.074 -2.173 -0.68
Cl -5.926886 -1.152250 3.664330 -1.231 0.478 0.867 1.58
O -7.125459 -0.799776 2.849632 1.172 -0.056 0.840 -0.72
O -6.113666 -0.586681 5.047455 0.501 -0.148 -2.247 -0.68
O -5.784416 -2.552480 3.777211 -0.695 -1.308 0.279 -0.59
O -4.734818 -0.698726 2.992879 -0.057 1.535 0.124 -0.60
Cl 0.565407 5.629332 -4.099541 0.061 3.165 2.613 1.51
O 1.776356 4.896592 -3.810018 0.209 -0.213 -0.687 -0.60
O -0.458431 5.213825 -3.194305 -1.049 -1.363 0.053 -0.60
O 0.743773 7.084793 -3.744449 0.334 -2.264 -2.078 -0.67
O 0.145140 5.389174 -5.464732 0.274 0.287 -0.331 -0.62
Cl -1.238908 -3.604522 -3.101828 4.857 -0.785 -5.660 1.56
O 0.024851 -4.422187 -3.275508 -2.258 1.493 0.559 -0.66
O -2.341231 -4.440504 -3.155215 -3.136 -2.509 1.381 -0.63
O -1.130549 -2.790521 -1.982458 -0.341 1.468 1.812 -0.49
O -1.403163 -2.809549 -4.381386 0.709 0.602 1.338 -0.77
Cl 4.801221 -5.155589 0.041494 0.063 -3.196 -2.622 1.45
O 6.112818 -4.455787 0.051997 -1.575 -0.120 0.383 -0.65
O 4.725215 -6.017402 -1.176643 1.930 -0.769 1.159 -0.70
O 4.739498 -6.036395 1.263617 -0.159 2.042 -1.646 -0.63
O 3.650574 -4.359322 -0.263589 0.266 1.826 2.671 -0.47
Cl 0.770977 1.042127 0.454671 -4.041 -2.950 0.185 1.67
O 1.584064 1.521223 1.483252 1.738 1.169 0.619 -0.58
O 1.217207 -0.102854 -0.211448 3.030 -1.543 -1.213 -0.62
O -0.488111 0.618480 0.995071 -2.145 0.123 2.178 -0.72
O 0.363565 1.965278 -0.533204 0.740 3.641 -2.404 -0.73

***

(3)
15
Properties=species:S:1:pos:R:3:forces:R:3:mulliken_charge:R:1 method="wB97M-V/def2-TZVPD" homo_ev="-8.0 / -8.2" e_tot_ha=-491.07054 charge=0 relative_energy_ev=6.269 e_lumo_ev="-0.1 / 0.0"
C -2.407563 -0.941619 -0.144589 1.177 4.683 0.854 0.04
C 0.749107 0.159531 -0.044727 0.034 0.489 -0.957 0.71
C 0.116748 -1.010818 -0.023006 -2.748 0.456 0.805 -0.39
C 2.194512 0.271683 -0.226716 2.458 -2.193 2.094 0.50
N -2.873061 0.211106 -0.006171 0.653 -1.777 -0.632 -0.51
N -0.003252 1.368496 0.119621 1.576 0.271 -0.959 -0.60
O 2.982279 -0.689517 -0.391073 -2.279 2.148 -0.377 -0.63
O 2.715740 1.480189 0.107532 -0.024 -0.050 -0.279 -0.50
O 0.401324 -2.198194 0.402355 1.008 -1.936 -0.377 -0.44
H -2.664194 -1.956347 -0.302329 -0.550 -0.929 -0.235 0.38
H -3.751801 0.794313 -0.100709 1.008 -1.879 0.138 0.26
H -0.939889 1.095613 0.272019 -1.282 0.025 0.280 0.24
H 2.083136 1.970543 0.664168 -0.172 -0.134 -0.492 0.39
H 0.042676 1.928019 -0.736145 -0.195 -0.070 0.322 0.21
H 1.354234 -2.483004 0.409766 -0.665 0.897 -0.184 0.35

***

(4)
14
Properties=species:S:1:pos:R:3:forces:R:3:mulliken_charge:R:1 method="wB97M-V/def2-TZVPD" homo_ev=-15.2 e_tot_ha=-286.24016 charge=+1 relative_energy_ev=0.687 e_lumo_ev=-3.2
N 0.449054 1.476030 0.119383 -0.988 0.937 0.489 -0.43
H -0.341472 1.326107 0.764262 0.020 -0.504 -0.459 0.35
H 1.187409 0.865446 0.456661 0.277 -0.184 -0.345 0.31
H 0.692016 2.459010 0.241496 0.436 -0.096 -0.267 0.41
H 0.113681 1.258407 -0.869780 0.572 -0.385 0.797 0.34
H -2.064659 -0.914599 0.650944 -0.370 0.074 0.280 0.31
H -2.510609 0.588463 0.926420 -0.507 -0.575 0.107 0.32
O -1.843613 0.012538 0.544963 0.626 0.600 -0.183 -0.62
H 1.841495 -2.049288 2.112835 0.008 0.468 0.022 0.32
H 1.313875 -2.800962 0.970530 -0.166 0.158 -0.401 0.32
O 1.418898 -1.884669 1.258267 0.134 -0.473 0.326 -0.62
H -0.382786 0.242835 -3.014668 -0.094 0.363 0.120 0.32
H 0.228667 -0.743757 -2.068499 0.058 0.099 0.352 0.30
O -0.101956 0.164439 -2.092810 -0.005 -0.483 -0.839 -0.62

***

(5)
72
Properties=species:S:1:pos:R:3:forces:R:3:lowdin_spin:R:1 method="wB97M-V/def2-TZVPD" homo_ev="-12.9 / -12.9" s_squared=0.766 e_tot_ha=-3147.88610 charge=+2 relative_energy_ev=0.516 multiplicity=2 e_lumo_ev="-5.8 / -6.6"
Ru -0.100737 0.046862 -0.079860 0.447 -0.289 0.133 0.88
N -2.084210 -0.148093 3.006610 0.315 0.020 0.146 0.00
C -0.745001 -0.139697 3.126800 -0.029 -0.049 0.076 0.00
N 0.114528 -0.156922 2.128060 -0.608 0.472 -1.203 -0.01
C 1.423157 -0.120583 2.579718 -0.133 -0.006 0.055 0.00
C 1.556809 -0.077668 3.914541 0.110 -0.009 0.304 0.00
S 0.014283 -0.075717 4.678072 -0.062 -0.069 -0.046 0.00
C 2.484119 -0.097307 1.596546 0.090 -0.004 -0.160 0.00
C 3.799020 -0.033698 1.849595 0.305 0.009 0.164 0.00
S 4.696620 0.036860 0.385994 -0.067 -0.080 -0.084 0.00
C 3.219938 -0.044313 -0.512774 0.173 0.025 0.003 0.00
N 2.143876 -0.108752 0.247415 -1.334 0.255 -0.371 0.00
N 3.253611 -0.033635 -1.854359 0.169 0.017 0.226 0.00
H -2.509797 -0.255575 2.105154 -0.120 0.008 0.038 0.00
H -2.666581 -0.193985 3.823240 -0.026 -0.019 -0.006 0.00
H 2.463694 -0.045565 4.495356 -0.047 0.010 0.005 0.00
H 4.293992 -0.021531 2.806929 0.000 0.035 -0.055 0.00
H 4.137593 -0.022529 -2.331354 -0.002 -0.003 -0.022 0.00
H 2.418317 -0.159449 -2.394347 -0.016 -0.005 -0.003 0.00
I 0.008205 0.163901 -2.877319 -0.265 0.337 0.801 -0.01
C 0.031997 2.280972 -2.716986 0.012 -0.376 -0.178 -0.01
C 0.042367 2.995684 -3.875078 -0.042 0.132 -0.090 0.01
C 0.061672 4.404636 -3.795182 0.022 0.052 -0.023 0.00
C 0.075396 5.013851 -2.574245 0.075 -0.039 0.103 0.01
C 0.058733 4.259723 -1.374491 0.096 -0.096 -0.026 0.00
C 0.050632 4.901609 -0.111553 -0.010 0.097 0.002 0.05
C 0.005465 4.177072 1.040314 -0.006 -0.106 0.061 -0.01
C -0.025190 2.765762 0.988178 0.141 0.394 -0.127 0.05
C -0.006061 2.088985 -0.207697 0.095 -1.074 0.470 -0.03
C 0.033294 2.836965 -1.423272 0.046 0.188 0.038 0.01
H 0.041090 2.508103 -4.841327 0.013 0.010 0.014 0.00
H 0.074193 4.989888 -4.705425 0.009 -0.028 0.015 0.00
H 0.097726 6.094633 -2.498918 0.000 -0.020 -0.023 0.00
H 0.067479 5.984950 -0.077615 0.018 -0.034 -0.031 0.00
H -0.012874 4.676166 2.001045 0.006 0.007 -0.024 0.00
H -0.061804 2.219202 1.919373 -0.004 0.031 0.019 0.00
N -0.115823 -2.193455 0.014594 0.044 0.372 -0.070 0.01
C -0.055399 -3.349847 0.046571 0.026 -0.339 0.020 0.01
N -0.001363 -4.649963 0.081063 -0.018 0.127 -0.104 0.01
C 1.065516 -5.378048 0.797329 -0.080 -0.010 0.211 0.00
C 0.443113 -6.331379 1.808386 -0.064 -0.120 -0.174 0.00
C -0.554998 -7.259442 1.111893 -0.074 0.126 0.098 0.00
C -1.648063 -6.434656 0.427925 0.198 -0.106 -0.019 0.00
C -1.027904 -5.480699 -0.584062 -0.089 -0.017 0.143 0.00
H 1.723005 -4.657853 1.280210 0.001 0.069 -0.070 0.00
H 1.642211 -5.943019 0.060910 0.031 0.065 -0.047 0.00
H -0.073218 -5.755727 2.581332 0.059 -0.001 0.036 0.00
H 1.236340 -6.906512 2.287006 0.004 0.027 0.020 0.00
H -0.998591 -7.943765 1.834754 0.011 -0.005 -0.018 0.00
H -0.033592 -7.870272 0.367442 -0.016 -0.005 0.027 0.00
H -2.197024 -5.861484 1.179833 -0.052 -0.005 -0.039 0.00
H -2.356738 -7.083419 -0.088121 -0.021 0.024 0.010 0.00
H -1.776895 -4.826078 -1.025213 0.050 0.060 -0.031 0.00
H -0.540956 -6.047431 -1.381687 0.020 0.054 -0.040 0.00
N -3.400043 -0.092941 -2.596391 -0.251 -0.107 -0.013 0.00
C -3.129024 0.765538 -1.614224 0.067 0.117 -0.132 0.00
S -2.614419 0.110865 -0.095285 0.988 -0.291 -0.087 0.02
N -3.255696 2.052091 -1.884011 0.005 0.117 0.118 0.00
C -3.232178 3.232048 -1.063926 0.057 0.117 -0.013 0.00
C -3.435116 3.237731 0.307933 -0.151 -0.055 0.059 0.00
C -3.497794 4.453103 0.976092 -0.024 -0.001 -0.078 0.00
C -3.363082 5.650773 0.290102 -0.007 0.009 0.035 0.00
C -3.153219 5.635900 -1.080722 -0.056 -0.032 -0.044 0.00
C -3.087986 4.429374 -1.755947 -0.108 -0.101 -0.078 0.00
H -3.428435 -1.075982 -2.385718 0.132 -0.006 0.032 0.00
H -3.773921 0.203500 -3.485649 -0.064 0.009 0.027 0.00
H -3.471018 2.267042 -2.849149 -0.075 0.057 -0.016 0.00
H -3.589433 2.319490 0.852167 0.035 0.032 -0.009 0.00
H -3.682237 4.457194 2.042307 0.015 -0.001 -0.008 0.00
H -3.439078 6.591609 0.819242 0.018 -0.015 -0.010 0.00
H -3.055636 6.561159 -1.633365 -0.004 -0.003 0.017 0.00
H -2.939142 4.410952 -2.831661 0.018 0.047 0.045 0.00